[1]
The following is a quantum chemistry calculation of C23H35NOP2Pd as an isolated structure, from the Open Molecules 2025 dataset.

XYZ file:
```
63
C23H35NOP2Pd (the ωB97M-V functional and the def2-TZVPD basis)
Pd -2.530 -0.238 -0.712
P -4.148 0.848 -2.443
P 2.597 -1.453 0.831
N -3.900 -0.730 -2.051
H 1.858 0.838 1.440
C -2.646 1.598 -3.047
H -2.784 2.685 -3.058
H -2.456 1.229 -4.063
H -1.797 1.327 -2.392
C -4.684 1.627 -0.931
H -5.747 1.405 -0.789
H -4.526 2.708 -1.015
H -4.105 1.219 -0.077
C -5.445 0.940 -3.657
H -6.117 1.768 -3.390
H -6.012 0.000 -3.671
H -5.013 1.135 -4.648
C 4.102 -2.352 1.081
H 3.873 -3.374 1.411
H 4.678 -1.823 1.850
H 4.676 -2.388 0.144
C 1.177 -2.305 1.510
H 1.108 -3.292 1.033
H 0.268 -1.721 1.302
H 1.305 -2.427 2.593
C 2.266 -1.118 -0.893
H 2.235 -2.070 -1.437
H 3.067 -0.490 -1.302
H 1.299 -0.605 -0.993
C -3.589 -1.861 -2.797
C -3.408 -3.052 -4.893
C -3.891 -1.961 -4.174
C -2.909 -2.901 -2.141
C -2.424 -3.984 -2.874
C -2.676 -4.059 -4.250
H -3.605 -3.108 -5.966
H -4.469 -1.168 -4.651
H -2.711 -2.773 -1.070
H -1.859 -4.763 -2.362
H -2.299 -4.907 -4.824
C 0.064 1.139 0.968
O -0.560 0.200 0.359
C 0.613 2.303 0.191
H 1.336 2.871 0.789
H -0.205 2.988 -0.080
H 1.099 1.949 -0.726
C -0.158 1.352 2.441
H 0.636 1.968 2.877
H -0.193 0.387 2.959
H -1.115 1.872 2.599
C 2.723 0.139 1.667
C 3.677 0.330 2.534
C 4.256 1.192 3.462
C 5.072 0.678 4.514
C 5.545 1.527 5.507
C 5.242 2.900 5.465
C 4.482 3.427 4.409
C 4.002 2.594 3.404
H 5.290 -0.392 4.524
H 6.150 1.124 6.322
H 5.603 3.560 6.255
H 4.262 4.496 4.375
H 3.421 2.989 2.565
```

Frontier orbital gap (alpha / beta): 3.2648 / 5.7992 eV
Spin multiplicity: 5
Lowest unoccupied orbital energy (alpha / beta): 0.000 / -0.039 hartree

[2]
The following is a quantum chemistry calculation of C23H36Br14FN2O4 as an isolated structure, from the Open Molecules 2025 dataset.

XYZ file:
```
80
C23H36Br14FN2O4 (the ωB97M-V functional and the def2-TZVPD basis)
C -10.783 -3.553 -6.564
C -9.824 -4.263 -5.402
C -8.605 -3.456 -4.647
C -7.778 -4.301 -3.477
C -6.539 -3.606 -2.630
O -6.566 -3.354 -1.308
O -5.353 -3.205 -3.428
C -4.398 -4.322 -3.520
O -4.654 -5.609 -3.272
N -2.961 -3.954 -3.911
C -2.870 -3.795 -5.415
O -2.933 -4.898 -6.195
F -2.710 -2.433 -6.020
C -8.161 -5.874 -3.109
C -9.421 -6.516 -3.990
N -10.174 -5.710 -5.064
H -11.884 -3.584 -6.111
H -10.534 -2.421 -6.735
H -10.827 -4.171 -7.558
H -8.339 -2.326 -4.877
H -2.292 -4.683 -3.578
H -7.608 -6.476 -2.269
H -9.804 -7.607 -3.806
H -10.978 -6.167 -5.562
Br -0.834 -0.526 0.012
C -2.175 -1.943 0.046
C -1.747 -3.122 -0.796
Br -1.985 -2.756 -2.697
H -3.119 -1.496 -0.280
H -2.258 -2.230 1.098
H -2.379 -3.990 -0.592
H -0.699 -3.399 -0.653
Br 0.251 -2.251 -4.465
C 0.399 -2.258 -6.410
C 1.689 -2.903 -6.858
Br 3.204 -1.699 -6.612
H 0.293 -1.221 -6.741
H -0.463 -2.835 -6.758
H 1.663 -3.111 -7.931
H 1.923 -3.825 -6.320
Br 1.968 1.318 -0.964
C 1.202 2.891 -0.104
C 2.241 3.971 0.089
Br 3.419 3.557 1.588
H 0.747 2.554 0.832
H 0.414 3.231 -0.783
H 1.767 4.919 0.354
H 2.879 4.120 -0.786
Br 5.652 4.218 6.638
C 6.832 3.306 5.381
C 6.081 2.866 4.146
Br 5.007 1.277 4.501
H 7.298 2.479 5.923
H 7.598 4.044 5.125
H 6.777 2.569 3.357
H 5.402 3.630 3.756
Br 9.438 4.254 7.602
C 9.376 5.263 9.270
C 8.079 6.029 9.399
Br 8.086 7.624 8.276
H 10.262 5.904 9.289
H 9.460 4.512 10.060
H 7.950 6.400 10.419
H 7.200 5.443 9.116
Br 8.043 4.196 1.781
C 7.864 6.112 2.099
C 9.113 6.682 2.729
Br 9.213 6.239 4.626
H 6.967 6.252 2.709
H 7.697 6.549 1.110
H 9.100 7.774 2.692
H 10.036 6.319 2.267
Br -1.552 1.825 4.483
C -2.893 0.409 4.517
C -2.465 -0.770 3.676
Br -2.703 -0.405 1.774
H -3.837 0.855 4.191
H -2.976 0.122 5.569
H -3.097 -1.639 3.879
H -1.417 -1.048 3.818
```

Frontier orbital gap: 3.4271 eV
Net charge: +1
Spin multiplicity: 1
Lowest unoccupied orbital energy: -0.211 hartree

[3]
The following is a quantum chemistry calculation of C23H36CeN4O2PS2 as an isolated structure, from the Open Molecules 2025 dataset.

XYZ file:
```
69
C23H36CeN4O2PS2 (the ωB97M-V functional and the def2-TZVPD basis)
Ce -0.021 0.037 0.867
C -5.146 2.192 -1.213
C -4.043 1.825 -0.220
N -4.271 0.974 0.748
O -5.723 0.787 0.847
C -2.666 2.363 -0.222
C -2.350 3.764 -0.775
N -1.698 1.563 0.179
O -0.352 2.085 0.022
H -5.786 1.320 -1.360
H -4.743 2.498 -2.198
H -5.785 3.003 -0.858
H -5.846 0.148 1.579
H -2.988 4.014 -1.611
H -1.317 3.683 -1.111
H -2.431 4.554 -0.007
C -0.899 -3.550 1.383
N -1.656 -2.319 1.463
C -2.666 -2.160 0.405
C -2.285 -2.151 2.828
C -2.616 -0.693 3.097
N -1.456 0.183 3.195
C -1.833 1.625 3.417
C -0.608 -0.203 4.378
H -1.596 -4.449 1.301
H -0.251 -3.576 2.303
H -0.225 -3.420 0.555
H -3.509 -2.880 0.575
H -2.216 -2.392 -0.577
H -3.076 -1.145 0.447
H -1.597 -2.583 3.602
H -3.213 -2.718 2.843
H -3.213 -0.709 4.032
H -3.236 -0.272 2.318
H -2.442 1.773 4.352
H -2.423 2.012 2.593
H -0.923 2.244 3.501
H -1.222 -0.428 5.265
H 0.082 0.626 4.601
H 0.046 -1.047 4.148
S 2.433 -1.321 0.508
P 2.283 -0.722 -1.431
S 0.357 -0.303 -1.901
C 2.945 -1.875 -2.624
C 3.514 -1.437 -3.840
C 4.032 -2.367 -4.769
C 3.938 -3.722 -4.528
C 3.397 -4.169 -3.306
C 2.840 -3.263 -2.398
C 3.295 0.743 -1.675
C 2.732 1.928 -2.156
C 3.566 3.020 -2.507
C 4.914 2.944 -2.317
C 5.483 1.734 -1.865
C 4.668 0.673 -1.487
H 3.635 -0.357 -4.115
H 4.482 -1.912 -5.630
H 4.320 -4.483 -5.248
H 3.498 -5.225 -2.977
H 2.334 -3.663 -1.482
H 1.629 2.015 -2.192
H 3.113 3.955 -2.835
H 5.541 3.799 -2.475
H 6.531 1.666 -1.734
H 5.092 -0.234 -1.027
C 1.698 1.331 2.218
H 1.362 2.374 2.295
H 2.586 1.332 1.576
H 1.982 0.962 3.229
```

Frontier orbital gap (alpha / beta): 6.9186 / 6.8970 eV
Spin multiplicity: 2
Lowest unoccupied orbital energy (alpha / beta): 0.009 / 0.009 hartree

[4]
The following is a quantum chemistry calculation of C23H36Cl2N3O8S3Ta as an isolated structure, from the Open Molecules 2025 dataset.

XYZ file:
```
76
C23H36Cl2N3O8S3Ta (the ωB97M-V functional and the def2-TZVPD basis)
Ta -0.736 -0.747 -0.895
O 3.407 -0.329 -0.842
C 2.240 -0.210 -1.111
N 1.232 -1.065 -0.678
C 1.730 -2.300 -0.066
C 0.874 -3.424 -0.549
C 1.278 -4.745 -0.491
C 0.414 -5.728 -0.940
C -0.827 -5.353 -1.432
C -1.163 -4.016 -1.458
N -0.327 -3.060 -1.020
C 1.719 0.884 -1.977
C 2.570 1.733 -2.651
C 2.010 2.727 -3.441
C 0.631 2.839 -3.485
C -0.153 1.952 -2.764
N 0.384 0.971 -2.028
H 2.773 -2.447 -0.343
H 1.692 -2.219 1.024
H 2.262 -4.987 -0.112
H 0.708 -6.769 -0.918
H -1.532 -6.082 -1.805
H -2.116 -3.687 -1.839
H 3.637 1.583 -2.559
H 2.638 3.395 -4.015
H 0.147 3.595 -4.087
H -1.229 2.006 -2.796
Cl 1.349 0.387 2.377
C 2.838 0.031 3.306
Cl 3.152 -1.695 3.406
H 2.697 0.424 4.305
H 3.667 0.505 2.795
O -1.253 0.893 0.142
H -2.065 1.236 -0.264
H -0.709 2.173 0.840
C 0.089 -3.882 2.992
C -1.401 -4.083 3.212
C -2.221 -2.805 3.080
S -2.532 -2.310 1.380
O -1.248 -1.516 0.961
C -3.773 -1.032 1.624
C -3.370 0.123 2.548
C -4.058 0.073 3.908
H 0.628 -4.819 3.128
H 0.493 -3.155 3.697
H 0.290 -3.520 1.985
H -1.575 -4.456 4.223
H -1.803 -4.847 2.542
H -1.779 -1.954 3.601
H -3.234 -2.959 3.460
H -4.640 -1.587 1.996
H -4.015 -0.724 0.607
H -3.635 1.054 2.045
H -2.283 0.150 2.655
H -5.139 0.164 3.801
H -3.716 0.889 4.543
H -3.856 -0.859 4.436
O -0.353 3.020 1.290
S 0.436 3.914 0.248
C 0.138 5.570 0.925
C 1.516 6.163 1.194
C 2.359 5.023 1.759
C 2.160 3.850 0.805
H -0.411 5.370 1.847
H -0.491 6.125 0.234
H 1.429 7.003 1.880
H 1.957 6.542 0.270
H 2.022 4.755 2.761
H 3.414 5.287 1.820
H 2.296 2.855 1.228
H 2.761 3.938 -0.103
O -2.670 -1.620 -1.339
S -2.575 -0.881 -2.686
O -3.473 -1.273 -3.692
O -2.534 0.523 -2.221
O -1.083 -1.168 -2.931
```

Frontier orbital gap: 8.8436 eV
Net charge: +2
Spin multiplicity: 1
Lowest unoccupied orbital energy: -0.222 hartree

| no. | DFT total energy (eV) |
| --- | --- |
| 1 | -50006.2523 |
| 2 | -1018891.5689 |
| 3 | -78377.2852 |
| 4 | -104379.1478 |